{
  "formula": "C19H16N3O3",
  "method": "ωB97M-V/def2-TZVPD",
  "species": ["O", "C", "N", "C", "C", "C", "C", "C", "C", "H", "H", "H", "H", "H", "H", "C", "C", "N", "C", "C", "C", "H", "H", "H", "C", "C", "C", "C", "C", "C", "C", "H", "H", "N", "O", "O", "H", "H", "H", "H", "H"],
  "xyz": [[-1.7060, -1.0437, -0.8778], [-1.8596, -0.1338, -0.2164], [-3.0411, 0.2455, 0.3276], [-4.3588, -0.5783, 0.1938], [-5.5128, -0.1647, 0.6746], [-6.8145, -0.7132, 0.7928], [-6.9592, -1.9511, 0.2184], [-5.7728, -2.3572, -0.6716], [-4.5751, -1.7236, -0.5655], [-3.6174, -2.2296, -0.9490], [-5.8916, -3.1112, -1.0667], [-7.9285, -2.2256, -0.1169], [-7.6035, -0.3704, 1.1000], [-5.4326, 1.0352, 1.4016], [-3.2956, 0.9837, 0.7760], [-0.9643, 0.8027, 0.2661], [0.2016, 0.6851, -0.7071], [1.2198, 1.5264, -0.4775], [1.4787, 2.4363, 0.4833], [0.3394, 2.4043, 1.6085], [-0.8297, 1.6006, 1.2060], [-1.6734, 1.7048, 2.2063], [0.4839, 3.0747, 2.4328], [2.2221, 2.9455, 0.8424], [2.3708, 1.6776, -1.7330], [3.5410, 0.6326, -0.9379], [4.7258, 0.9416, -0.6426], [5.7405, 0.4658, -0.1623], [5.3372, -1.0692, 0.2107], [4.1993, -1.6016, -0.1103], [3.1966, -0.6248, -0.7470], [2.1813, -1.1709, -1.0506], [4.0105, -2.5698, 0.0224], [6.4285, -2.0282, 0.6271], [6.1156, -3.1179, 0.8529], [7.5673, -1.1961, 0.9060], [6.7172, 0.6870, -0.0794], [4.9332, 2.1863, -0.5628], [1.9961, 1.1511, -2.4252], [2.6522, 2.6399, -1.5630], [0.1780, 0.1541, -1.4866]],
  "lowdin_charge": [0.197, -0.562, 0.211, -0.171, -0.063, -0.065, 0.029, 0.017, -0.038, 0.137, -0.033, 0.098, 0.013, 0.196, 0.023, -0.129, 0.134, -0.015, 0.067, 0.135, -0.033, 0.225, 0.099, 0.069, 0.220, -0.219, -0.219, 0.070, -0.058, 0.042, 0.025, 0.162, 0.080, -0.240, 0.169, -0.046, 0.084, 0.203, 0.038, 0.080, 0.069],
  "orbital_gap_ev": 6.7,
  "total_energy_ha": -1122.64350,
  "total_charge": 1,
  "e_lumo_ev": -4.87,
  "max_force_ev_per_a": 16.6
}


{
  "formula": "C12H15ClN4S3Ti",
  "method": "ωB97M-V/def2-TZVPD",
  "species": ["Ti", "C", "C", "N", "N", "C", "N", "S", "C", "C", "C", "C", "C", "N", "H", "H", "H", "H", "H", "H", "H", "H", "H", "C", "C", "S", "C", "C", "S", "H", "H", "H", "H", "H", "H", "Cl"],
  "xyz": [[-0.6487, 0.8938, -0.7437], [-2.0225, -2.3313, 1.8805], [-1.5419, -1.5321, 0.7117], [-1.4050, -0.1739, 0.8016], [-1.9218, 0.4030, 1.9446], [-2.4145, 1.5705, 1.7203], [-2.9519, 2.2789, 2.8213], [-2.4944, 2.2959, 0.1527], [-1.3027, -2.0145, -0.5503], [-1.3432, -3.3879, -0.9685], [-1.1460, -3.7242, -2.2630], [-0.8674, -2.6892, -3.2159], [-0.7970, -1.4015, -2.7809], [-1.0174, -1.0069, -1.4967], [-2.9558, -1.9171, 2.2696], [-1.3053, -2.3098, 2.7078], [-2.1915, -3.3697, 1.5955], [-2.5436, 1.9185, 3.6745], [-2.7442, 3.2626, 2.7241], [-1.5245, -4.1522, -0.2230], [-1.1763, -4.7644, -2.5717], [-0.6900, -2.9127, -4.2600], [-0.5578, -0.6002, -3.4669], [4.2066, 0.8902, -0.3989], [2.7372, 1.2265, -0.2556], [1.6079, 0.0524, -0.9119], [2.2863, 2.3252, 0.3638], [3.1911, 3.3539, 0.9893], [0.5651, 2.6488, 0.4936], [4.3213, -0.0043, -1.0107], [4.6794, 0.6920, 0.5700], [4.7681, 1.6983, -0.8797], [4.2471, 3.0924, 0.8900], [2.9643, 3.4643, 2.0548], [3.0351, 4.3363, 0.5318], [-1.0458, 1.8883, -2.9001]],
  "lowdin_charge": [0.127, -0.067, -0.325, -0.198, -0.024, -0.919, 0.006, 0.494, -0.262, -0.070, -0.149, -0.134, -0.228, -0.133, 0.060, 0.067, 0.047, 0.057, 0.043, 0.081, 0.073, 0.067, 0.041, -0.170, -0.790, 0.588, -0.808, -0.162, 0.509, 0.036, 0.063, 0.060, 0.046, 0.056, 0.057, -0.136],
  "orbital_gap_ev": [4.8, 4.8],
  "total_energy_ha": -3189.69779,
  "total_charge": -2,
  "e_lumo_ev": [5.30, 5.30],
  "max_force_ev_per_a": 0.2
}